C8H12N | ωB97M-V with the def2-TZVPD basis set

Structure (ORCA input):
```
! wB97M-V def2-TZVPD RIJCOSX def2/J DEFGRID3
* xyz 1 3
C -0.05052 1.43917 -1.19872
C 1.05543 -1.78718 1.76047
C 0.27941 -0.53546 1.88874
C -0.35130 2.40843 -0.07819
C -1.03206 1.56999 0.98166
C 0.20590 -0.63251 -2.11965
C -0.30070 0.35032 1.16425
C -0.44291 -1.73643 -2.41689
N -0.07883 0.17641 -0.98008
H -0.11827 1.74802 -2.24282
H 0.76064 -2.55057 2.42523
H 0.85311 -2.19215 0.86635
H 0.06858 -0.46244 2.99260
H 0.69280 2.79413 0.25827
H -0.80208 3.36989 -0.37714
H -1.15603 1.85113 2.04578
H -1.97559 1.40508 0.48801
H 0.91324 -0.09937 -2.82755
H -1.14777 -2.13068 -1.64628
H 2.02407 -1.48556 2.13981
H -0.39976 -2.24186 -3.32290
*
```

Calculated values
**<S²>**: 2.01
**Energy above the lowest of the compared OMol25 structures with the same formula, charge and spin**: 16.5 kcal per mole
**Maximum force**: 7.40 eV/A
**HOMO energy (spin up / spin down)**: -11.148 / -13.152 eV
**Kohn-Sham gap (spin up / spin down)**: 7.89 / 5.14 eV

These are the Mulliken partial charges, in e, on atoms 1 to 6: -0.1330, -1.0734, 0.0584, -0.7199, -0.5683, -0.0531